This record from the OMol25 dataset describes a structure of composition C20H22AsClIN5O2SW. The level of theory is ωB97M-V/def2-TZVPD.

Element x y z (Å)
1 W 0.2698 0.0795 0.4815
2 C -0.3018 -3.7950 2.2700
3 C 0.1809 -2.6171 1.5019
4 N -0.2387 -1.3621 1.7648
5 N -1.1446 -1.1922 2.7820
6 C -1.7416 -0.0560 2.8573
7 N -2.6138 0.2096 3.8244
8 S -1.5566 1.2245 1.5797
9 C 1.1706 -2.6845 0.4829
10 C 1.8008 -3.8651 0.0372
11 C 2.8386 -3.7859 -0.8563
12 C 3.2775 -2.5209 -1.2936
13 C 2.5842 -1.4071 -0.8983
14 N 1.5239 -1.4558 -0.0594
15 H -1.2497 -3.5676 2.7518
16 H 0.4143 -4.0402 3.0561
17 H -0.4053 -4.6706 1.6350
18 H -2.6684 -0.4116 4.6163
19 H -3.0475 1.1152 3.8871
20 H 1.4698 -4.8201 0.4130
21 H 3.3311 -4.6742 -1.2183
22 H 4.1370 -2.4214 -1.9364
23 H 2.8681 -0.4087 -1.2297
24 Cl 3.7178 5.7693 -1.0680
25 C 3.0572 4.3929 -0.2945
26 C 3.4454 4.0793 0.9956
27 C 2.9712 2.9324 1.6338
28 I 3.5600 2.3483 3.5562
29 C 2.0777 2.0972 0.9728
30 O 1.5399 0.9677 1.4696
31 C 1.6497 2.4248 -0.3302
32 N 0.7435 1.5260 -0.8804
33 C 0.3619 1.7952 -2.1584
34 C 0.7766 2.9122 -2.8639
35 C 1.6439 3.8299 -2.2954
36 C 2.1294 3.5765 -0.9972
37 H 4.1136 4.7444 1.5203
38 H -0.2788 1.0435 -2.6195
39 H 0.4172 3.0670 -3.8674
40 H 1.9588 4.7131 -2.8242
41 C -3.2009 -1.4952 -2.5169
42 As -2.6236 -0.3816 -1.0003
43 C -3.0580 1.4529 -1.5415
44 C -3.7221 -0.9669 0.5134
45 O -0.9525 -0.7051 -0.8551
46 H -4.1919 -1.1857 -2.8613
47 H -3.2412 -2.5494 -2.2205
48 H -2.4872 -1.3824 -3.3396
49 H -4.1336 1.5793 -1.3956
50 H -2.8352 1.5826 -2.6030
51 H -2.5276 2.1924 -0.9395
52 H -4.5535 -1.5532 0.1178
53 H -4.1184 -0.0980 1.0443
54 H -3.1382 -1.5820 1.1997

E_HOMO (alpha / beta) ... -0.481 / -0.502 Eh
Relative energy (zero: lowest compared OMol25 entry of this formula, charge and spin) ... 16.7 kcal per mole
Molar mass ... 817.62 g/mol
Net charge ... +2
⟨S²⟩ ... 2.05
Kohn-Sham gap (alpha / beta) ... 6.3 / 6.4 eV
DFT total energy ... -126753.1546 eV
Spin multiplicity ... 3